{"formula": "C42H34BBiN14OS", "method": "ωB97M-V/def2-TZVPD", "homo_lumo_gap_ha": [0.2374, 0.0995], "molar_mass_g_mol": 1002.69, "charge": 3, "largest_force_ev_per_a": 0.78, "multiplicity": 2, "species": ["Bi", "C", "C", "N", "N", "C", "B", "N", "C", "C", "C", "N", "N", "C", "C", "C", "N", "N", "C", "C", "C", "N", "H", "H", "H", "H", "H", "H", "H", "H", "H", "H", "H", "H", "C", "C", "N", "C", "C", "N", "C", "C", "C", "C", "C", "N", "C", "C", "N", "C", "C", "N", "C", "C", "C", "N", "C", "C", "H", "H", "H", "H", "H", "H", "H", "H", "H", "H", "H", "H", "O", "S", "C", "C", "C", "C", "C", "C", "C", "C", "C", "C", "C", "C", "H", "H", "H", "H", "H", "H", "H", "H", "H", "H"], "xyz": [[0.22607, -0.37696, 0.44058], [4.35130, -2.17208, -0.00581], [3.40284, -1.21872, -0.33313], [2.45794, -1.14959, 0.61833], [2.79039, -2.06496, 1.56318], [3.91406, -2.69523, 1.19834], [1.88602, -2.33863, 2.80369], [1.37940, -0.97591, 3.39142], [1.48931, -0.57933, 4.66577], [0.72600, 0.56024, 4.85002], [0.15390, 0.80077, 3.61355], [0.54824, -0.12870, 2.73141], [0.61836, -3.09640, 2.32501], [0.10265, -4.27717, 2.69924], [-1.08943, -4.47510, 2.02938], [-1.24576, -3.34492, 1.24596], [-0.21283, -2.50551, 1.41596], [2.68057, -3.04213, 3.85956], [3.92731, -2.68887, 4.31008], [4.20785, -3.45957, 5.39773], [3.05824, -4.26788, 5.56201], [2.14322, -4.00711, 4.65127], [5.23058, -2.45143, -0.56037], [3.34923, -0.59123, -1.20757], [4.33500, -3.48315, 1.80073], [2.08438, -1.13133, 5.37562], [0.60007, 1.11507, 5.76372], [-0.53584, 1.58023, 3.33500], [0.60912, -4.87471, 3.44007], [-1.74841, -5.32271, 2.10705], [-2.05469, -3.09680, 0.58209], [4.51110, -1.91539, 3.83560], [5.09562, -3.44377, 6.00693], [2.87044, -5.02106, 6.31141], [-3.78332, -2.17526, -1.90464], [-2.48573, -1.83382, -1.54329], [-2.25316, -0.84911, -0.68070], [-3.29182, -0.17982, -0.17563], [-4.58760, -0.54803, -0.53189], [-4.82332, -1.53645, -1.38484], [-2.98453, 1.01002, 0.66799], [-3.96794, 1.72282, 1.33481], [-3.63745, 2.90454, 1.99641], [-2.32110, 3.35815, 1.89697], [-1.38991, 2.58602, 1.22785], [-1.70461, 1.40809, 0.67530], [0.02264, 3.02119, 1.05772], [0.40548, 4.35881, 1.10957], [1.66514, 4.73726, 0.93718], [2.57314, 3.79206, 0.72737], [2.20936, 2.45465, 0.65004], [0.93903, 2.08299, 0.80408], [-4.64725, 3.65636, 2.76996], [-4.29883, 4.26116, 3.97202], [-5.27997, 4.94156, 4.68231], [-6.53378, 5.04735, 4.25568], [-6.86545, 4.47184, 3.10515], [-5.95969, 3.75973, 2.32886], [-3.98834, -2.97223, -2.60889], [-1.62511, -2.36919, -1.93150], [-5.46200, -0.03980, -0.14508], [-4.98693, 1.36280, 1.36966], [-2.04561, 4.30247, 2.34687], [-0.31757, 5.14864, 1.27358], [3.60298, 4.10898, 0.61554], [2.93925, 1.66886, 0.48437], [-3.29566, 4.18189, 4.37408], [-5.04887, 5.41395, 5.62952], [-7.89590, 4.58152, 2.78983], [-6.27803, 3.32780, 1.38778], [0.97514, -0.12711, -2.21068], [1.52319, 1.15786, -2.76924], [1.60491, 0.90585, -4.54193], [2.58277, 1.63199, -5.25344], [2.65456, 1.46844, -6.60610], [1.75895, 0.55499, -7.26049], [0.78701, -0.17040, -6.53558], [0.71091, -0.01174, -5.18563], [0.19497, 2.34578, -2.79298], [0.51931, 3.69024, -2.62958], [-0.51027, 4.61627, -2.58399], [-1.83013, 4.19222, -2.70657], [-2.13522, 2.84173, -2.86328], [-1.12072, 1.90111, -2.90466], [3.25714, 2.30379, -4.73705], [3.38888, 2.01468, -7.18448], [1.84105, 0.41162, -8.33192], [0.11552, -0.84647, -7.04719], [-0.00853, -0.56760, -4.59878], [1.55313, 4.00657, -2.54374], [-0.28411, 5.66637, -2.45368], [-2.62959, 4.92138, -2.68361], [-3.16501, 2.52481, -2.96626], [-1.33954, 0.84437, -2.99534]], "forces_ev_per_a": [[-0.123, -0.338, 0.697], [0.000, 0.019, -0.061], [-0.024, 0.012, -0.031], [0.085, -0.021, 0.074], [0.033, 0.035, 0.027], [-0.026, -0.028, -0.033], [-0.141, -0.075, 0.132], [-0.023, 0.027, -0.081], [-0.055, 0.046, 0.025], [0.011, -0.022, 0.020], [-0.054, 0.026, 0.005], [-0.003, 0.089, -0.151], [0.055, -0.029, 0.044], [-0.019, -0.032, -0.019], [-0.074, 0.021, -0.095], [0.001, -0.039, 0.005], [0.075, -0.057, -0.081], [0.155, 0.076, -0.307], [-0.138, -0.016, -0.062], [-0.077, -0.108, 0.194], [0.020, 0.031, 0.076], [0.243, 0.070, 0.144], [-0.028, 0.001, 0.025], [-0.026, 0.002, 0.027], [-0.023, 0.042, 0.054], [-0.001, -0.032, -0.063], [-0.024, 0.001, -0.043], [0.042, -0.026, -0.021], [-0.025, 0.063, -0.089], [0.015, 0.039, 0.007], [0.010, -0.001, 0.011], [-0.045, -0.019, -0.015], [-0.004, -0.025, -0.055], [0.006, 0.012, -0.022], [0.003, 0.062, 0.060], [-0.076, 0.006, 0.049], [0.126, -0.041, -0.005], [0.034, -0.003, -0.004], [-0.022, -0.079, -0.085], [-0.064, 0.007, -0.013], [0.021, 0.074, 0.046], [-0.025, 0.002, -0.023], [-0.091, 0.026, 0.027], [-0.013, 0.038, 0.002], [-0.034, -0.055, -0.037], [0.107, -0.056, -0.077], [-0.007, 0.005, -0.043], [0.113, 0.038, 0.011], [-0.021, 0.025, 0.006], [-0.063, 0.051, 0.017], [-0.055, -0.032, 0.075], [0.154, 0.005, -0.214], [0.107, -0.048, -0.014], [0.018, 0.070, 0.082], [-0.009, -0.093, -0.161], [-0.077, 0.060, 0.073], [0.156, -0.033, 0.034], [-0.131, 0.012, -0.038], [0.018, 0.001, 0.006], [-0.040, -0.001, -0.005], [0.039, 0.009, 0.019], [0.034, 0.007, 0.022], [0.004, -0.025, 0.003], [-0.009, -0.021, 0.000], [0.000, -0.042, -0.005], [0.003, 0.040, 0.003], [-0.034, 0.016, 0.003], [-0.005, 0.000, -0.006], [0.001, 0.009, -0.008], [-0.005, 0.012, 0.023], [0.106, 0.396, -0.176], [-0.134, -0.439, -0.011], [-0.110, 0.103, 0.064], [-0.143, 0.013, -0.070], [-0.082, -0.108, -0.087], [0.122, 0.096, 0.062], [0.029, 0.015, -0.032], [0.115, 0.024, 0.112], [0.046, 0.138, -0.009], [0.040, -0.089, -0.043], [-0.045, 0.023, -0.002], [0.002, -0.037, 0.000], [0.004, 0.034, 0.010], [0.056, 0.007, -0.034], [-0.017, -0.021, 0.024], [-0.039, -0.067, -0.071], [0.002, 0.046, 0.013], [0.047, 0.016, -0.065], [0.063, 0.043, 0.093], [-0.028, 0.001, 0.045], [-0.006, -0.008, -0.016], [0.007, -0.002, 0.000], [-0.001, 0.019, 0.024], [-0.005, 0.008, 0.006]]}



{"formula": "C42H34BrN5O2RuTe", "method": "ωB97M-V/def2-TZVPD", "homo_lumo_gap_ha": [0.2435, 0.2123], "molar_mass_g_mol": 949.34, "charge": 1, "largest_force_ev_per_a": 1.13, "multiplicity": 6, "species": ["Ru", "O", "C", "C", "C", "C", "C", "C", "C", "O", "N", "N", "C", "C", "Br", "C", "C", "C", "C", "C", "C", "C", "H", "H", "H", "H", "H", "H", "H", "H", "H", "H", "H", "H", "H", "H", "C", "C", "N", "C", "C", "C", "C", "C", "C", "C", "N", "C", "C", "C", "C", "C", "C", "C", "C", "N", "C", "H", "H", "H", "H", "H", "H", "H", "H", "H", "H", "H", "H", "C", "Te", "C", "C", "C", "C", "C", "C", "C", "H", "H", "H", "H", "H", "H", "H", "H"], "xyz": [[-1.83728, -0.15656, 0.83604], [-0.32268, -3.77068, -1.62982], [0.98470, -3.51010, -1.90966], [1.60509, -4.32473, -2.85829], [2.95085, -4.14731, -3.15042], [3.68649, -3.16686, -2.49795], [3.03356, -2.33282, -1.60646], [1.68256, -2.48223, -1.28893], [1.03504, -1.55924, -0.27235], [0.09121, -0.70512, -0.81669], [0.37257, -2.37569, 0.76677], [-0.34463, -1.69013, 1.70467], [-0.40108, -2.37055, 2.92193], [-0.73523, -1.73585, 4.04176], [-3.57218, -0.23182, 2.69348], [-0.96379, -1.16454, 5.19641], [0.10491, -0.59074, 6.03125], [-0.15621, -0.30921, 7.36952], [0.85805, 0.05268, 8.23495], [2.16068, 0.16269, 7.75934], [2.43271, -0.05265, 6.40134], [1.42382, -0.43479, 5.55302], [-0.57238, -3.21489, -0.88068], [1.03607, -5.08349, -3.36044], [3.40698, -4.81775, -3.85851], [4.71623, -3.01632, -2.73439], [3.57991, -1.53079, -1.10854], [1.82912, -0.94441, 0.22377], [0.98151, -3.11318, 1.12500], [-0.15121, -3.42442, 2.94790], [-1.98036, -1.09368, 5.54804], [-1.17570, -0.42626, 7.73434], [0.60715, 0.15092, 9.29975], [2.95477, 0.39658, 8.45531], [3.44820, 0.07458, 6.03883], [1.62994, -0.61101, 4.51296], [-3.63530, -3.73733, -0.92762], [-2.97556, -2.88724, -0.04319], [-2.81235, -1.59633, -0.27432], [-3.36219, -1.06027, -1.41495], [-3.92603, -1.85811, -2.40591], [-4.06817, -3.23643, -2.11950], [-4.39915, -1.25157, -3.60419], [-4.32887, 0.09872, -3.74256], [-3.76471, 0.91164, -2.71214], [-3.27581, 0.36424, -1.55742], [-2.66591, 1.01249, -0.49404], [-2.49737, 2.37406, -0.27959], [-3.11888, 3.44194, -0.91121], [-2.85406, 4.78080, -0.53323], [-1.99778, 5.10077, 0.47531], [-1.34023, 4.05967, 1.17209], [-0.37287, 4.27965, 2.20325], [0.21650, 3.19918, 2.79418], [-0.18146, 1.90712, 2.42738], [-1.05105, 1.66306, 1.45815], [-1.60840, 2.73166, 0.80524], [-3.75687, -4.77292, -0.67420], [-2.56777, -3.22193, 0.89946], [-4.54413, -3.87969, -2.84342], [-4.81685, -1.89434, -4.35510], [-4.72492, 0.58196, -4.61793], [-3.76334, 1.96187, -2.92562], [-3.88051, 3.29631, -1.67132], [-3.40292, 5.55641, -1.06392], [-1.77672, 6.11580, 0.78273], [-0.08662, 5.28420, 2.50944], [0.90122, 3.29565, 3.62549], [0.18923, 1.06550, 2.95876], [1.16640, 0.66113, -3.29238], [0.77952, 1.52152, -1.36805], [2.76929, 2.34871, -1.48563], [3.20112, 2.13796, -2.92919], [4.40348, 2.67260, -3.34401], [4.85089, 2.46449, -4.62967], [4.09272, 1.71047, -5.51909], [2.88526, 1.14097, -5.09677], [2.44137, 1.32469, -3.79303], [0.30932, 0.87839, -3.91494], [1.29177, -0.40588, -3.13115], [3.38308, 1.80047, -0.76335], [2.71822, 3.40836, -1.18652], [5.02867, 3.21567, -2.65233], [5.79909, 2.89105, -4.94123], [4.41212, 1.59097, -6.53515], [2.31818, 0.50221, -5.78085]], "forces_ev_per_a": [[0.753, -0.636, 0.103], [0.084, 0.019, -0.115], [-0.366, -0.428, -0.372], [0.387, 0.457, 0.183], [-0.468, -0.131, 0.330], [-0.606, 0.213, -0.178], [0.109, 0.297, 0.346], [0.471, 0.030, 0.321], [0.175, 0.857, -0.232], [-0.105, 0.047, 0.064], [-0.232, 0.173, 0.241], [0.677, -0.868, 0.084], [-0.385, 0.973, 0.204], [-0.072, -0.161, -0.033], [-0.009, -0.094, 0.276], [0.416, 0.007, -0.746], [0.688, -0.048, 0.163], [-0.544, -0.199, -0.357], [0.194, -0.188, 0.430], [-0.237, -0.019, 0.030], [0.261, 0.252, 0.727], [-0.892, 0.030, 0.144], [-0.186, 0.054, 0.031], [-0.236, -0.229, -0.026], [0.195, -0.006, -0.168], [0.514, 0.053, -0.009], [0.005, -0.156, -0.092], [-0.176, -0.505, -0.138], [-0.177, 0.163, 0.094], [0.111, -0.132, -0.091], [-0.291, -0.013, 0.074], [0.196, 0.015, 0.001], [0.339, 0.190, -0.519], [0.077, 0.074, -0.098], [-0.128, -0.073, -0.008], [0.084, -0.148, -0.321], [0.115, 0.026, -0.196], [0.221, 0.662, 0.573], [-0.781, -0.078, -0.503], [0.626, 0.476, 0.261], [-0.346, -0.207, -0.131], [-0.008, 0.194, -0.131], [0.115, -0.126, 0.399], [0.269, -0.074, 0.717], [-0.483, -0.204, -0.882], [0.012, -0.065, -0.204], [0.393, 0.386, 0.058], [-0.316, 1.064, 0.188], [-0.141, -0.242, -0.042], [-0.336, 0.018, -0.122], [0.313, 0.013, 0.194], [0.498, 0.064, 0.169], [-0.238, -0.165, -0.435], [-0.266, -0.056, 0.285], [-0.559, 0.111, -0.513], [0.297, 0.648, 0.661], [-0.444, -0.797, -0.530], [-0.002, -0.238, 0.064], [-0.038, -0.237, 0.069], [-0.053, -0.066, -0.106], [-0.194, -0.070, -0.292], [0.005, 0.086, -0.207], [0.213, 0.176, 0.181], [0.278, -0.027, 0.246], [0.202, -0.079, 0.129], [-0.186, 0.034, -0.190], [-0.242, -0.118, -0.149], [0.113, 0.088, -0.124], [0.297, -0.690, 0.331], [0.713, 0.564, 0.372], [0.052, -0.349, -0.227], [-0.374, -0.049, -0.211], [-0.414, -0.538, 0.503], [0.237, -0.039, -0.046], [0.142, -0.084, -0.574], [-0.598, 0.070, 0.552], [0.392, -0.185, -0.311], [-0.003, 0.416, 0.380], [-0.165, -0.127, -0.180], [-0.149, -0.103, -0.063], [0.037, 0.155, -0.171], [0.043, -0.404, -0.144], [-0.047, 0.198, 0.126], [-0.121, -0.056, -0.024], [0.155, -0.149, -0.302], [0.140, 0.302, 0.209]]}



> What is the charge in the first record?

+3